1.
9
Properties=species:S:1:pos:R:3 method="wB97M-V/def2-TZVPD" de_lowest_ev=0.8927 smiles="O=P(Cl)(Cl)CO" total_energy_ev=-39515.5236 homo_energy_ev=-10.942 gap_ev=11.256
O 1.0318 -0.4480 -1.6747
P -0.1529 0.0236 -0.9414
Cl -1.7601 -1.2225 -0.9544
Cl -1.0426 1.6826 -1.6532
C 0.0717 0.3391 0.8843
O 1.1443 -0.4311 1.3439
H 0.3934 1.3460 1.2011
H -0.8721 -0.1985 1.2462
H 1.1865 -1.0913 0.5483

=====

2.
56
Properties=species:S:1:pos:R:3 method="wB97M-V/def2-TZVPD" de_lowest_ev=0.5033 total_energy_ev=-44377.5636 homo_energy_ev=-0.762 gap_ev=5.457 charge=-2
Pd -0.3379 -0.6101 0.2531
C 5.0171 0.2890 1.8477
C 3.6882 0.2365 2.3206
N 2.6825 0.8193 1.7292
C 2.9086 1.5195 0.5884
C 4.2155 1.6801 0.0568
C 5.2721 1.0179 0.7253
C 4.4317 2.4768 -1.0900
C 3.3537 3.0881 -1.6796
C 2.0544 2.9264 -1.1896
C 1.7712 2.1242 -0.0813
N 0.5281 1.7936 0.3278
C -0.4697 2.6645 0.4077
C -0.3337 4.0661 0.5127
C -1.4303 4.9176 0.6308
C -2.7230 4.4492 0.6375
C -2.9322 3.0528 0.5401
C -4.2316 2.4985 0.5018
C -4.3996 1.1511 0.3809
C -3.2580 0.3321 0.3343
N -2.0360 0.8109 0.3886
C -1.8381 2.1548 0.4547
H 5.8050 -0.2379 2.3723
H 3.4599 -0.3205 3.2270
H 6.2783 1.0991 0.3260
H 5.4353 2.5861 -1.4854
H 3.5033 3.6999 -2.5638
H 1.2241 3.3886 -1.7086
H 0.6650 4.4830 0.5036
H -1.2514 5.9861 0.7115
H -3.5745 5.1164 0.7022
H -5.0857 3.1661 0.5549
H -5.3823 0.7013 0.3231
H -3.3503 -0.7413 0.2470
N -0.4406 -4.2722 -2.5557
C -0.2749 -4.8403 -1.3222
O -0.5078 -6.0313 -1.1219
C 0.1799 -3.9197 -0.2552
C -0.1531 -4.1853 1.0868
C 0.0536 -3.1963 2.0048
C 0.7022 -1.9913 1.6231
N 1.2513 -1.8295 0.3742
C 0.8350 -2.7441 -0.5490
H -0.9957 -4.8434 -3.1722
H -0.6989 -3.2834 -2.5549
H -0.6527 -5.1139 1.3303
H -0.2814 -3.3034 3.0307
H 1.0756 -1.3284 2.3951
H 1.1141 -2.4965 -1.5655
C -3.1624 -2.9538 -0.9215
C -2.7433 -2.3615 -2.2846
O -3.5091 -2.6082 -3.2448
O -1.6627 -1.7162 -2.3063
H -4.2462 -2.8850 -0.8053
H -2.6404 -2.4671 -0.0943
H -2.9024 -4.0151 -0.8991

=====

3.
78
Properties=species:S:1:pos:R:3 method="wB97M-V/def2-TZVPD" de_lowest_ev=0.1470 total_energy_ev=-109574.8942 multiplicity=5 homo_energy_ev="-12.538 / -13.047" gap_ev="6.940 / 3.272" charge=+2
Ir -0.8163 0.6765 -0.6266
O -1.8896 -0.7607 0.3341
N -3.1370 -0.9958 -0.0602
C -4.0480 -1.4444 0.8594
C -5.2328 -1.9668 0.4218
C -5.5242 -1.8926 -0.9591
C -4.6750 -1.2128 -1.8335
C -3.4711 -0.6953 -1.3240
S -2.3154 0.1480 -2.3210
H -3.6852 -1.4728 1.8988
H -5.9046 -2.5021 1.0812
H -6.3469 -2.4174 -1.4028
H -5.0271 -1.1106 -2.8795
F 4.3925 5.3837 -0.3536
C 3.2662 4.6415 -0.6495
C 3.4867 3.5928 -1.5320
C 2.4560 2.7296 -1.9175
C 1.2021 2.9056 -1.2391
C 0.0774 2.1411 -1.7081
C 1.0043 3.9346 -0.3220
C 2.0365 4.9006 -0.0343
H 4.4845 3.4414 -1.9174
H 2.5591 2.1566 -2.7829
H 0.3741 1.4721 -2.5435
H -0.7500 2.8276 -1.9569
H -0.0467 4.0535 -0.0140
H 1.8499 5.7681 0.5733
C 5.4755 -2.3311 -4.0043
C 4.7635 -1.6337 -2.8045
C 3.2631 -1.9574 -2.5645
C 2.5948 -0.8758 -1.8231
Ge 0.6677 -1.3102 -1.3612
C 1.0570 -2.8690 -0.0777
C -0.1295 -3.9218 -0.2773
C -0.0004 -5.2933 0.3852
C 1.3713 -6.0250 0.2397
H 6.3696 -1.7673 -4.2471
H 4.8015 -2.4392 -4.8567
H 5.7764 -3.3120 -3.6887
H 4.8829 -0.5399 -2.7537
H 5.2748 -1.9927 -1.9396
H 3.1579 -2.9085 -2.0855
H 2.9125 -2.0748 -3.6171
H 2.4389 0.0667 -2.4342
H 2.9915 -0.7449 -0.7846
H 0.0325 -2.0662 -2.6014
H 1.0131 -2.4937 0.9824
H 2.0154 -3.3935 -0.3357
H -0.1067 -4.0971 -1.3768
H -1.0790 -3.4553 0.0237
H -0.7223 -5.9280 -0.1196
H -0.3281 -5.2834 1.3824
H 1.4338 -6.5399 -0.7325
H 1.4500 -6.8159 0.9920
H 2.3479 -5.5152 0.3356
C -3.5583 3.8325 2.8634
C -3.7667 3.1971 1.4809
N -2.5205 2.6027 1.0748
C -1.5209 2.1405 1.8665
N -0.5508 1.4832 1.2483
C 0.3606 0.7595 2.0655
C 0.6644 1.5879 3.3777
C -0.6002 1.8765 4.1318
N -1.6545 2.2890 3.2202
C -2.8169 2.9057 3.8988
H -4.5381 3.9435 3.2847
H -3.1826 4.8319 2.7268
H -4.1103 3.9926 0.7621
H -4.5492 2.3983 1.5430
H -2.3968 2.4001 0.0781
H 1.2390 0.4295 1.5792
H -0.1471 -0.1709 2.3704
H 1.2256 2.5212 3.1802
H 1.3912 0.9944 3.9970
H -0.4038 2.6939 4.8535
H -0.8406 0.9340 4.7307
H -2.3482 3.4876 4.7479
H -3.4202 2.0853 4.2726